[1]
Molecular formula: C5H10Mg2O4
Method: DFT, the ωB97M-V functional and the def2-TZVPD basis

Last column: natural (NBO) charge in e.
Atoms and positions in Å:
O1 1.95917 -0.03680 1.44350  -1.057
O2 0.18417 -2.26012 -0.22384  -0.712
H1 -1.55186 2.31859 -0.10065  0.190
H2 1.00267 -1.71915 -2.41445  0.249
H3 1.06388 -0.42059 -1.50164  -0.104
H4 2.99186 0.49193 -0.26421  0.152
H5 -2.27861 0.23417 -0.70525  0.155
O3 -1.67739 -0.86447 1.00197  -1.183
C1 2.25174 0.88377 0.47400  -0.112
H6 -3.23843 0.38389 0.80241  0.178
C2 -2.21640 0.27439 0.39959  -0.080
H7 2.67669 1.84783 0.83179  0.147
O4 -0.02514 0.99325 0.32667  -0.630
H8 0.72282 -3.11932 -1.86402  0.118
C3 0.68547 -2.09636 -1.43215  0.191
C4 -1.33610 1.50564 0.60401  -0.071
C5 1.06502 1.24083 -0.38649  0.163
Mg1 0.27390 -0.99483 1.33092  1.788
H9 -1.36898 1.87419 1.63652  0.191
H10 1.03938 2.29442 -0.70309  0.179
Mg2 -2.22387 -2.83125 0.74441  0.249

Cartesian forces (eV/Å) of the 2 atoms listed first:
-0.331 -0.571 0.220
2.319 2.202 -4.256

Output
HOMO energy (alpha / beta) = -5.6 / -5.6 eV
energy = -897.39147 Eh
net charge = 0
energy relative to the best compared isomer or geometry (same formula, charge and spin) = 663.9 kJ/mol
HOMO-LUMO gap (alpha / beta) = 0.1507 / 0.1514 Eh
spin multiplicity = 1
LUMO (alpha / beta) = -1.45 / -1.44 eV

[2]
Molecular formula: C36H41KN5O2S2
Method: DFT, the ωB97M-V functional and the def2-TZVPD basis

Last column: Mulliken charge in e.
Atoms and positions in Å:
C1 2.55450 1.38119 3.92558  -0.083
H1 4.54580 1.45352 4.71306  0.586
C2 4.18612 -0.74179 1.42698  -0.029
C3 5.30723 -1.97467 3.66227  -0.876
H2 -3.86014 3.15753 1.86115  0.249
C4 -0.96516 2.10880 3.43268  -0.071
C5 1.81164 -0.62080 -6.23827  -0.342
C6 3.52402 1.77708 4.85456  -0.487
H3 -3.83521 2.66203 -2.62864  0.175
C7 1.12079 -1.76833 -5.87026  -0.707
N1 0.23768 1.62840 3.26030  -0.151
C8 3.24097 2.60623 5.94546  -0.743
C9 -0.87795 -5.12702 -2.58126  -1.201
C10 -2.87964 3.06007 -2.98305  -0.443
N2 3.63686 -0.16084 0.33376  -0.542
H4 0.04795 -4.55307 -2.60800  0.235
N3 -1.98234 -3.48924 -1.08202  0.329
H5 5.15480 -1.87231 -2.11758  0.411
H6 1.46503 1.12426 -3.34841  0.386
H7 -5.52386 1.55387 -0.14714  0.471
H8 4.05431 2.86607 6.61470  0.355
C11 -4.70194 2.51623 1.60063  -1.265
H9 -1.97041 4.99288 -3.34308  0.342
H10 -2.15253 -3.88755 0.94246  0.432
C12 -2.68548 -4.11765 0.02265  -0.970
H11 -4.13630 -2.57210 0.33025  0.110
H12 -5.62272 3.04425 1.85505  0.433
C13 -2.90614 4.58575 -2.95245  -1.294
H13 6.44405 -3.18883 2.29886  0.324
H14 -2.34018 3.30706 4.59236  0.412
H15 -4.72443 3.08657 -0.47663  0.173
C14 0.55548 -1.86624 -4.60736  -0.101
H16 -1.54863 1.40594 -2.42586  -0.254
H17 5.71038 -2.44156 4.55483  0.347
C15 0.95425 2.75676 5.26701  1.537
C16 1.98036 3.08775 6.18066  -0.979
H18 2.47584 1.32228 -5.61626  0.388
C17 3.97563 -0.56440 -0.86450  -0.303
H19 3.48084 -0.07657 -1.70061  0.428
C18 -0.36064 3.25289 5.42219  -0.693
O1 -2.30090 3.82222 0.05331  -0.762
C19 3.76006 -0.28839 2.75201  0.204
H20 -0.80691 -5.85531 -1.77013  0.429
C20 -1.32663 2.93663 4.51235  -0.883
C21 5.49710 -2.17925 -0.02090  -0.636
H21 -0.98514 -5.67407 -3.52086  0.327
H22 -1.71177 1.84141 2.68860  0.386
H23 -3.72062 4.97491 -3.56663  0.377
H24 -0.57575 3.89251 6.27126  0.368
H25 -2.77714 2.71264 -4.01477  0.446
C22 0.08753 -0.89414 -2.29772  -0.495
H26 1.75607 3.72270 7.02925  0.323
C23 -2.05681 -4.18885 -2.35833  -0.669
S1 -1.28503 -1.53613 0.55802  -0.445
H27 -2.99217 -4.75553 -2.36023  0.452
H28 1.02589 -2.58934 -6.57066  0.410
N4 2.77563 0.63293 2.81828  -0.011
H29 2.25381 -0.54353 -7.22419  0.384
C24 1.37350 0.32381 -4.07171  -0.398
H30 -2.64157 -5.19920 -0.13454  0.390
C25 -4.12832 -3.64430 0.13327  -0.880
O2 0.30956 0.06072 -1.54325  -0.461
C26 -1.73781 2.45169 -2.17631  -0.307
H31 -4.68197 -3.83545 -0.78940  0.308
C27 -1.26039 -2.33317 -0.95232  0.230
H32 -4.65562 1.60877 2.20774  0.313
C28 4.36941 -0.95019 3.82709  -0.597
C29 -3.41055 1.39169 -0.27227  -0.770
H33 -3.17526 0.61817 0.46124  0.392
C30 5.71580 -2.39710 2.42543  -0.966
C31 1.22107 1.92743 4.14503  -0.370
K1 1.00305 0.58925 0.78909  0.777
H34 0.01459 -2.75100 -4.30176  0.297
C32 0.67750 -0.82033 -3.69579  0.840
C33 5.14588 -1.78088 1.28851  1.578
H35 6.22515 -2.97398 -0.14271  0.365
H36 4.07333 -0.69849 4.83580  0.572
C34 -4.65972 2.17083 0.11554  -0.471
H37 -3.02179 4.94807 -1.93282  0.278
H38 -2.11184 -3.45509 -3.15916  0.431
C35 4.91770 -1.58144 -1.10260  -0.689
H39 -3.52086 0.88698 -1.23244  0.442
S2 -1.91449 2.44500 -0.37405  0.805
H40 -4.64640 -4.15043 0.95086  0.386
C36 1.93570 0.42610 -5.33557  -0.856
H41 -0.80191 2.98792 -2.35663  0.587
N5 -0.62177 -2.01121 -2.09100  -0.023

Cartesian forces (eV/Å) of the 2 atoms listed first:
0.067 0.040 0.000
-0.015 -0.034 -0.039

Output
HOMO energy = -3.5 eV
energy = -3217.14569 Eh
net charge = -1
energy relative to the best compared isomer or geometry (same formula, charge and spin) = 15.0 kJ/mol
HOMO-LUMO gap = 0.2168 Eh
spin multiplicity = 1
LUMO = 2.37 eV

[3]
Molecular formula: C12H23FNO3S2
Method: DFT, the ωB97M-V functional and the def2-TZVPD basis

Last column: Mulliken spin population.
Atoms and positions in Å:
H1 0.41686 -2.98497 0.31385  0.000
C1 2.51044 0.83420 -1.43188  0.004
H2 0.01609 1.50884 -1.81873  0.000
O1 2.61086 -1.08236 0.71237  0.644
C2 2.16893 1.84124 0.97903  0.027
S1 -2.27903 2.34607 0.65684  0.000
H3 2.15132 1.59050 -2.26634  0.000
H4 -1.08969 0.61496 2.28027  -0.001
C3 0.09079 1.50665 -0.63360  0.007
S2 -0.55011 -2.50202 -4.02848  0.002
C4 0.99422 -0.65420 2.94907  0.019
H5 1.17775 0.48622 3.20694  -0.001
C5 0.05643 -2.51574 1.33804  0.007
H6 -3.26671 0.03262 -0.69445  0.000
H7 3.15694 1.39946 1.48124  -0.002
C6 -2.18595 0.19455 -1.17261  -0.006
H8 0.69203 -3.06496 2.18613  -0.003
H9 1.89541 -1.35425 3.20728  -0.001
C7 -1.26230 0.85612 0.02070  -0.004
F1 -1.36323 3.24860 1.80800  0.000
O2 -2.53861 3.28035 -0.55250  0.000
H10 -2.53917 -1.67073 -2.43361  0.000
H11 -1.64939 -2.05495 -0.81833  -0.001
H12 2.48939 2.85399 0.44646  0.000
H13 2.58859 -0.24136 -1.90838  0.002
H14 -1.98930 -0.79526 1.41306  0.002
H15 0.10393 -0.99192 3.66922  -0.001
C8 -1.02853 -0.09857 1.32491  0.010
N1 1.38631 -0.61685 0.31475  0.256
H16 0.15178 2.65991 -0.33106  -0.002
H17 -1.14043 -3.65701 -3.49077  0.000
C9 -0.30894 -1.23759 -2.61618  0.016
H18 1.36835 2.15503 1.80417  -0.003
C10 0.39626 -0.87884 1.41167  0.016
C11 1.48477 0.82433 -0.10904  0.023
H19 -2.36402 0.96592 -2.06341  0.000
C12 -1.69012 -1.27752 -1.69191  0.002
H20 3.57838 1.17228 -1.04267  -0.002
O3 -3.64126 1.83554 1.21545  0.000
H21 -1.06327 -2.76118 1.57139  0.001
H22 -0.18587 -0.19593 -3.17303  -0.001
H23 0.65012 -1.57117 -2.03389  -0.011

Cartesian forces (eV/Å) of the 2 atoms listed first:
-0.959 1.077 2.050
0.446 -0.005 0.305

Output
HOMO energy (alpha / beta) = -9.3 / -9.3 eV
energy = -1647.41510 Eh
⟨S²⟩ = 0.754
net charge = 0
energy relative to the best compared isomer or geometry (same formula, charge and spin) = 570.2 kJ/mol
HOMO-LUMO gap (alpha / beta) = 0.3186 / 0.3020 Eh
spin multiplicity = 2
LUMO (alpha / beta) = -0.64 / -1.11 eV

[4]
Molecular formula: C7H15NO3
Method: DFT, the ωB97M-V functional and the def2-TZVPD basis

Last column: natural (NBO) charge in e.
Atoms and positions in Å:
C1 -1.21698 2.06200 0.27487  -0.172
H1 -1.38908 -0.21822 3.49020  0.223
O1 0.58518 -2.90650 -2.29327  -0.930
O2 1.04711 1.80067 -2.92684  -0.920
H2 0.77300 2.58915 0.60430  0.175
H3 -2.52459 0.49541 2.62949  0.217
H4 1.76532 1.17541 -2.75681  0.463
N1 -0.46688 -1.50107 -0.25396  -0.528
H5 -0.25279 3.78829 0.87524  0.176
C2 -0.16983 2.87924 0.54821  -0.362
H6 -2.16632 2.42149 -0.02343  0.211
H7 -0.50304 -0.05226 -1.89416  0.220
H8 2.13567 -1.20387 0.11912  0.475
C3 -0.59119 -0.24775 -0.81381  -0.095
H9 0.68629 1.92865 -2.13991  0.460
H10 0.85868 -2.18345 -2.77725  0.465
H11 -1.01634 1.45752 2.75194  0.230
H12 3.06710 -2.18722 0.54285  0.471
O3 2.62737 -1.87849 -0.27766  -0.945
C4 -0.90836 0.61444 0.17574  -0.169
C5 -0.92006 -0.10500 1.44273  -0.068
H13 -0.49293 -2.34462 1.71675  0.210
H14 -0.48126 -2.34396 -0.88631  0.459
C6 -1.43835 0.46594 2.68561  -0.654
C7 -0.47014 -1.43096 1.10669  -0.103
H15 1.46241 -3.07481 -1.92032  0.490

Cartesian forces (eV/Å) of the 2 atoms listed first:
3.304 0.203 -1.169
1.134 -0.337 1.296

Output
HOMO energy = -8.0 eV
energy = -556.09902 Eh
net charge = 0
energy relative to the best compared isomer or geometry (same formula, charge and spin) = 253.7 kJ/mol
HOMO-LUMO gap = 0.3091 Eh
spin multiplicity = 1
SMILES = C=Cc1c[nH]cc1C.O.O.O
LUMO = 0.41 eV